(1)
Computed, not measured: C5H8O in the gas phase, with wB97M-V/def2-TZVPD.

```
14
Properties=species:S:1:pos:R:3
O -2.246 -1.076 -1.005
C -2.123 0.060 -0.615
C -0.960 0.538 0.234
C 0.351 0.017 -0.324
C 1.699 0.411 0.210
C 1.192 -0.990 0.403
H -2.883 0.824 -0.876
H -0.981 1.632 0.320
H -1.143 0.139 1.241
H 0.319 -0.115 -1.404
H 2.484 0.581 -0.523
H 1.765 1.043 1.092
H 1.632 -1.803 -0.165
H 0.895 -1.261 1.413
```

Calculated values
**Structure (SMILES)**: O=CCC1CC1
**Max |F|**: 0.51 eV Å⁻¹
**Total energy**: -270.505680 a.u.
**Multiplicity**: 1
**E_HOMO**: -9.8 eV
**LUMO level**: 1.085 eV
**Gap between HOMO and LUMO**: 10.86 eV
**Energy relative to the best compared isomer or geometry (same formula, charge and spin)**: 32.8 kcal/mol

These are the Mulliken partial charges, in e, on atoms 1 to 6:
1 O -0.47
2 C -0.08
3 C -0.49
4 C 0.08
5 C -0.56
6 C -0.70

(2)
Computed, not measured: 2 unconnected molecules or ions with the total composition C5H8O in a non-equilibrium geometry, with wB97M-V/def2-TZVPD.

```
14
Properties=species:S:1:pos:R:3
C -0.234 1.040 1.370
C 1.338 -1.332 1.049
O 0.525 -2.072 1.342
C 0.356 0.048 -1.012
C 0.082 -0.923 -1.881
C -0.659 0.617 -0.052
H 0.727 1.569 1.368
H -0.996 1.723 1.753
H -0.153 0.238 2.112
H 1.317 0.564 -1.065
H -0.843 -1.496 -1.812
H 0.750 -1.170 -2.701
H -1.002 1.532 -0.555
H -1.530 -0.051 -0.023
```

Calculated values
**Max |F|**: 1.50 eV Å⁻¹
**Total energy**: -270.506417 a.u.
**Multiplicity**: 1
**E_HOMO**: -9.5 eV
**LUMO level**: 1.105 eV
**Gap between HOMO and LUMO**: 10.62 eV
**Energy relative to the best compared isomer or geometry (same formula, charge and spin)**: 32.3 kcal/mol

These are the Mulliken partial charges, in e, on atoms 1 to 6:
1 C -1.16
2 C 0.11
3 O -0.14
4 C -0.23
5 C -0.68
6 C -0.30

(3)
Computed, not measured: a molecular structure, C5H8O, with wB97M-V/def2-TZVPD.

```
14
Properties=species:S:1:pos:R:3
C -1.566 -0.925 -0.722
C -0.637 -0.104 0.108
C 0.178 0.966 -0.605
C 1.336 0.395 0.174
C 0.908 0.226 1.562
O 0.802 -0.963 0.224
H -1.054 -1.315 -1.624
H -2.398 -0.288 -1.051
H -1.988 -1.774 -0.174
H 0.305 0.828 -1.694
H -0.083 2.010 -0.389
H 2.387 0.478 -0.107
H 1.576 -0.386 2.171
H 0.203 0.844 2.095
```

Calculated values
**Max |F|**: 0.67 eV Å⁻¹
**Total energy**: -270.315438 a.u.
**Multiplicity**: 1
**E_HOMO (alpha / beta)**: -7.1 / -7.1 eV
**LUMO level (alpha / beta)**: 0.541 / 0.540 eV
**Gap between HOMO and LUMO (alpha / beta)**: 7.61 / 7.61 eV
**Energy relative to the best compared isomer or geometry (same formula, charge and spin)**: 152.1 kcal/mol

These are the Mulliken partial charges, in e, on atoms 1 to 6:
1 C -1.13
2 C -0.12
3 C -0.35
4 C -0.19
5 C -0.24
6 O -0.36

(4)
Computed, not measured: C5H8O in the gas phase, with wB97M-V/def2-TZVPD.

```
14
Properties=species:S:1:pos:R:3
C 0.330 -1.664 -0.966
C -0.992 -0.231 0.130
C -0.193 0.205 1.208
C 0.575 1.535 0.349
O 0.907 1.084 -0.834
C -0.269 -0.432 -1.094
H 0.663 -2.022 0.000
H 0.477 -2.330 -1.814
H -2.076 -0.183 0.126
H 0.733 -0.358 1.350
H -0.687 0.453 2.148
H 1.418 1.755 1.026
H -0.173 2.347 0.419
H -0.712 -0.158 -2.046
```

Calculated values
**Max |F|**: 0.31 eV Å⁻¹
**Total energy**: -270.384687 a.u.
**Multiplicity**: 1
**E_HOMO**: -8.6 eV
**LUMO level**: -0.389 eV
**Gap between HOMO and LUMO**: 8.19 eV
**Energy relative to the best compared isomer or geometry (same formula, charge and spin)**: 108.7 kcal/mol

These are the Mulliken partial charges, in e, on atoms 1 to 6:
1 C -0.75
2 C -0.22
3 C -0.74
4 C -0.28
5 O -0.59
6 C 0.21

(5)
Computed, not measured: C5H8O in the gas phase in a non-equilibrium geometry, with wB97M-V/def2-TZVPD.

```
14
Properties=species:S:1:pos:R:3
C -2.439 0.334 0.393
C -1.535 0.740 -0.488
C -0.034 0.400 -0.425
O 0.773 0.917 -1.483
C 0.509 -0.586 0.256
C 1.963 -0.635 0.551
H -2.544 -0.627 0.805
H -3.367 0.840 0.685
H -1.948 0.975 -1.499
H 1.793 0.702 -1.441
H -0.084 -1.355 0.729
H 2.334 0.414 0.389
H 2.077 -0.827 1.657
H 2.501 -1.291 -0.128
```

Calculated values
**Structure (SMILES)**: C=C/C(O)=C/C
**Max |F|**: 3.45 eV Å⁻¹
**Total energy**: -270.411898 a.u.
**Multiplicity**: 1
**E_HOMO**: -8.1 eV
**LUMO level**: 0.278 eV
**Gap between HOMO and LUMO**: 8.34 eV
**Energy relative to the best compared isomer or geometry (same formula, charge and spin)**: 91.6 kcal/mol

These are the Mulliken partial charges, in e, on atoms 1 to 6:
1 C -0.64
2 C -0.34
3 C 0.51
4 O -0.54
5 C -0.03
6 C -1.27

(6)
Computed, not measured: C5H8O in the gas phase in a non-equilibrium geometry, with wB97M-V/def2-TZVPD.

```
14
Properties=species:S:1:pos:R:3
C -1.202 1.442 -0.011
C -0.850 -0.047 -0.007
C -2.056 -0.979 0.060
C 0.398 -0.598 -0.116
C 1.597 0.212 0.030
O 2.711 -0.211 0.050
H -0.481 1.929 -0.683
H -2.298 1.535 -0.416
H -1.145 1.967 0.988
H -1.863 -1.753 -0.755
H -3.013 -0.441 -0.112
H -2.120 -1.434 1.051
H 0.479 -1.630 -0.170
H 1.430 1.335 -0.042
```

Calculated values
**Structure (SMILES)**: CC(C)=CC=O
**Max |F|**: 3.45 eV Å⁻¹
**Total energy**: -270.508604 a.u.
**Multiplicity**: 1
**E_HOMO**: -9.6 eV
**LUMO level**: 0.426 eV
**Gap between HOMO and LUMO**: 10.01 eV
**Energy relative to the best compared isomer or geometry (same formula, charge and spin)**: 30.9 kcal/mol

These are the Mulliken partial charges, in e, on atoms 1 to 6:
1 C -1.19
2 C 1.03
3 C -1.25
4 C -0.49
5 C -0.13
6 O -0.47

(7)
Computed, not measured: C5H8O in the gas phase, with wB97M-V/def2-TZVPD.

```
14
Properties=species:S:1:pos:R:3
C -1.319 0.227 0.604
C -0.545 -1.015 0.788
C 0.198 -1.295 -0.476
C 1.168 -0.115 -0.791
O 0.595 1.144 -0.552
C -0.107 1.218 0.658
H -1.790 0.398 -0.375
H -2.038 0.445 1.403
H 0.541 1.002 1.523
H -0.509 -1.395 -1.314
H 0.794 -2.213 -0.415
H 1.442 -0.132 -1.850
H 2.094 -0.237 -0.211
H -0.477 2.239 0.769
```

Calculated values
**Max |F|**: 0.39 eV Å⁻¹
**Total energy**: -270.407515 a.u.
**Multiplicity**: 1
**E_HOMO**: -8.2 eV
**LUMO level**: 0.047 eV
**Gap between HOMO and LUMO**: 8.23 eV
**Energy relative to the best compared isomer or geometry (same formula, charge and spin)**: 94.4 kcal/mol

These are the Mulliken partial charges, in e, on atoms 1 to 6:
1 C -0.39
2 C -0.42
3 C -0.33
4 C -0.47
5 O -0.38
6 C -0.46

(8)
Computed, not measured: C5H8O in the gas phase, with wB97M-V/def2-TZVPD.

```
14
Properties=species:S:1:pos:R:3
O -0.477 1.684 1.496
C -0.305 1.155 0.424
C -1.272 0.219 -0.280
C -0.535 -1.107 -0.021
C 0.976 -0.657 0.132
C 1.037 0.884 -0.197
H -2.275 0.304 0.130
H -1.249 0.412 -1.360
H -0.930 -1.585 0.887
H -0.695 -1.842 -0.821
H 1.627 -1.244 -0.514
H 1.258 -0.806 1.179
H 1.809 1.531 0.236
H 1.041 1.055 -1.282
```

Calculated values
**Structure (SMILES)**: O=C1CCCC1
**Max |F|**: 0.75 eV Å⁻¹
**Total energy**: -270.538242 a.u.
**Multiplicity**: 1
**E_HOMO**: -9.4 eV
**LUMO level**: 0.955 eV
**Gap between HOMO and LUMO**: 10.35 eV
**Energy relative to the best compared isomer or geometry (same formula, charge and spin)**: 12.3 kcal/mol

These are the Mulliken partial charges, in e, on atoms 1 to 6:
1 O -0.56
2 C 0.56
3 C -0.58
4 C -0.55
5 C -0.59
6 C -0.63

(9)
Computed, not measured: C5H8O in the gas phase, with wB97M-V/def2-TZVPD.

```
14
Properties=species:S:1:pos:R:3
C 1.338 0.443 1.054
C 0.047 0.211 0.256
C -0.363 1.223 -0.706
O 0.405 1.811 -1.452
C -0.680 -0.790 -1.003
C -0.825 -0.976 0.452
H 1.195 0.127 2.103
H 2.244 -0.036 0.687
H 1.537 1.525 1.094
H -1.444 1.423 -0.643
H -1.581 -0.478 -1.554
H -0.002 -1.338 -1.638
H -0.233 -1.821 0.794
H -1.799 -0.902 0.928
```

Calculated values
**Structure (SMILES)**: CC1(C=O)CC1
**Max |F|**: 0.88 eV Å⁻¹
**Total energy**: -270.444901 a.u.
**Multiplicity**: 1
**E_HOMO**: -8.8 eV
**LUMO level**: 0.820 eV
**Gap between HOMO and LUMO**: 9.63 eV
**Energy relative to the best compared isomer or geometry (same formula, charge and spin)**: 70.9 kcal/mol

These are the Mulliken partial charges, in e, on atoms 1 to 6:
1 C -1.24
2 C 0.65
3 C -0.21
4 O -0.61
5 C -0.69
6 C -0.34

(10)
Computed, not measured: C5H8O in the gas phase, with wB97M-V/def2-TZVPD.

```
14
Properties=species:S:1:pos:R:3
C 1.426 1.174 0.183
C 1.583 -0.028 1.074
C 0.233 0.314 0.523
C -1.566 -0.767 -0.148
C -1.101 -0.277 -1.437
O 0.067 -0.703 -0.734
H 1.847 1.098 -0.819
H 1.466 2.176 0.606
H 1.749 0.100 2.143
H 2.110 -0.878 0.646
H -2.035 -0.160 0.610
H -1.684 -1.844 -0.062
H -1.263 -0.886 -2.325
H -1.135 0.795 -1.619
```

Calculated values
**Max |F|**: 0.28 eV Å⁻¹
**Total energy**: -270.295760 a.u.
**Multiplicity**: 1
**E_HOMO**: -7.2 eV
**LUMO level**: 0.464 eV
**Gap between HOMO and LUMO**: 7.64 eV
**Energy relative to the best compared isomer or geometry (same formula, charge and spin)**: 164.5 kcal/mol

These are the Mulliken partial charges, in e, on atoms 1 to 6:
1 C -0.43
2 C -0.57
3 C -0.28
4 C -0.18
5 C -0.17
6 O -0.18

(11)
Computed, not measured: C5H8O in the gas phase in a non-equilibrium geometry, with wB97M-V/def2-TZVPD.

```
14
Properties=species:S:1:pos:R:3
C 0.810 -1.034 -0.555
O 0.590 0.042 -1.472
C 0.262 1.205 -0.755
C -0.350 0.777 0.540
C -1.346 -0.385 0.629
C 0.127 -0.640 0.744
H 0.389 -1.943 -1.011
H 1.888 -1.177 -0.421
H -0.289 1.871 -1.422
H 1.095 1.912 -0.265
H 0.060 1.657 1.071
H -1.821 -0.785 -0.278
H -1.971 -0.528 1.509
H 0.555 -0.973 1.687
```

Calculated values
**Structure (SMILES)**: C1OC[C@H]2C[C@@H]12
**Max |F|**: 2.84 eV Å⁻¹
**Total energy**: -270.468274 a.u.
**Multiplicity**: 1
**E_HOMO**: -9.6 eV
**LUMO level**: 1.095 eV
**Gap between HOMO and LUMO**: 10.68 eV
**Energy relative to the best compared isomer or geometry (same formula, charge and spin)**: 56.2 kcal/mol

These are the Mulliken partial charges, in e, on atoms 1 to 6:
1 C -0.58
2 O -0.39
3 C -0.48
4 C -0.03
5 C -0.78
6 C -0.08

(12)
Computed, not measured: C5H8O in the gas phase in a non-equilibrium geometry, with wB97M-V/def2-TZVPD.

```
14
Properties=species:S:1:pos:R:3
C -0.708 0.320 -1.297
C 1.483 1.130 -0.075
C 1.086 0.243 0.869
C 0.232 -0.884 0.641
C -1.255 -0.849 0.441
O -1.530 0.354 -0.249
H -0.658 1.260 -1.839
H -0.665 -0.599 -1.882
H 1.464 0.864 -1.124
H 1.979 2.063 0.191
H 1.520 0.365 1.870
H 0.513 -1.759 1.243
H -1.846 -0.843 1.370
H -1.606 -1.708 -0.165
```

Calculated values
**Max |F|**: 1.33 eV Å⁻¹
**Total energy**: -270.366822 a.u.
**Multiplicity**: 1
**E_HOMO (alpha / beta)**: -7.4 / -7.6 eV
**LUMO level (alpha / beta)**: 0.187 / 0.832 eV
**Gap between HOMO and LUMO (alpha / beta)**: 7.57 / 8.43 eV
**Energy relative to the best compared isomer or geometry (same formula, charge and spin)**: 119.9 kcal/mol

These are the Mulliken partial charges, in e, on atoms 1 to 6:
1 C -0.74
2 C -0.74
3 C -0.07
4 C -0.41
5 C -0.36
6 O -0.32